{
  "formula": "C44H44BBrF4N5O7SSb2Tl",
  "method": "ωB97M-V with the def2-TZVPD basis set",
  "charge": -2,
  "relative_energy_ev": 1.206,
  "orbital_gap_ha": 0.26121,
  "max_force_ev_per_a": 0.6,
  "homo_ev": -3.630,
  "elements": ["Tl", "C", "C", "C", "Sb", "C", "C", "C", "C", "C", "C", "C", "C", "C", "C", "C", "C", "Sb", "C", "C", "C", "C", "C", "C", "C", "C", "C", "C", "C", "C", "H", "H", "H", "H", "H", "H", "H", "H", "H", "H", "H", "H", "H", "H", "H", "H", "H", "H", "H", "H", "H", "H", "H", "H", "H", "H", "O", "C", "O", "C", "C", "C", "C", "C", "C", "O", "N", "O", "O", "N", "O", "O", "H", "H", "C", "C", "N", "C", "S", "N", "C", "C", "H", "H", "H", "H", "H", "H", "H", "H", "H", "H", "H", "H", "F", "B", "F", "F", "F", "Br", "C", "C", "C", "C", "N", "C", "H", "H", "H", "H"],
  "positions_angstrom": [[0.477, 0.975, 0.559], [1.110, -2.605, 0.645], [1.655, -2.790, -0.778], [0.858, -2.073, -1.882], [-0.909, -3.155, -2.507], [-0.700, -2.925, -4.649], [-1.506, -2.085, -5.418], [-1.427, -2.106, -6.806], [-0.549, -2.969, -7.447], [0.265, -3.807, -6.695], [0.182, -3.786, -5.308], [-2.355, -1.594, -2.271], [-3.668, -1.921, -1.931], [-4.628, -0.926, -1.780], [-4.274, 0.408, -1.944], [-2.968, 0.743, -2.272], [-2.012, -0.252, -2.447], [-0.999, -3.110, 0.861], [-1.282, -2.641, 2.943], [-2.278, -3.319, 3.649], [-2.550, -2.997, 4.973], [-1.832, -1.986, 5.605], [-0.860, -1.288, 4.900], [-0.596, -1.607, 3.571], [-0.389, -5.157, 1.268], [-0.411, -6.114, 0.251], [0.153, -7.374, 0.439], [0.742, -7.699, 1.653], [0.758, -6.762, 2.680], [0.202, -5.503, 2.487], [1.295, -1.574, 0.957], [1.648, -3.254, 1.336], [1.739, -3.859, -1.007], [2.671, -2.386, -0.769], [1.463, -1.927, -2.777], [0.543, -1.081, -1.555], [-2.192, -1.404, -4.929], [-2.053, -1.442, -7.391], [-0.497, -2.991, -8.529], [0.960, -4.477, -7.188], [0.818, -4.448, -4.724], [-3.942, -2.960, -1.778], [-5.649, -1.188, -1.520], [-5.015, 1.187, -1.801], [-2.680, 1.783, -2.376], [-1.000, 0.027, -2.721], [-2.841, -4.110, 3.161], [-3.329, -3.527, 5.513], [-2.036, -1.743, 6.641], [-0.306, -0.488, 5.382], [0.153, -1.043, 3.024], [-0.866, -5.872, -0.702], [0.140, -8.098, -0.369], [1.196, -8.673, 1.796], [1.218, -7.008, 3.631], [0.231, -4.781, 3.296], [1.420, 5.389, -0.184], [1.006, 4.260, -0.486], [0.644, 3.374, 0.357], [0.837, 3.969, -1.982], [0.782, 5.075, -2.777], [0.647, 4.987, -4.173], [0.621, 3.755, -4.784], [0.671, 2.604, -4.027], [0.718, 2.628, -2.558], [0.655, 1.588, -1.866], [0.671, 1.364, -4.797], [0.671, 0.286, -4.229], [0.693, 1.447, -6.026], [0.542, 6.180, -4.973], [0.490, 6.077, -6.196], [0.504, 7.266, -4.406], [0.873, 6.045, -2.311], [0.557, 3.685, -5.855], [-1.528, 5.689, -0.397], [-1.457, 5.196, 1.039], [-2.366, 4.046, 1.205], [-2.152, 2.927, 1.935], [-2.858, 1.465, 1.440], [-1.399, 2.983, 3.045], [-0.974, 4.156, 3.806], [0.539, 4.326, 3.834], [-0.764, 6.452, -0.554], [-2.511, 6.108, -0.628], [-1.311, 4.869, -1.087], [-1.745, 6.006, 1.714], [-0.435, 4.890, 1.253], [-2.893, 3.818, 0.380], [-1.209, 2.080, 3.447], [-1.363, 4.049, 4.821], [-1.445, 5.032, 3.379], [0.998, 3.502, 4.383], [0.812, 5.265, 4.326], [0.935, 4.328, 2.814], [5.096, 0.714, 1.914], [4.539, -0.015, 0.825], [3.211, 0.485, 0.566], [4.423, -1.388, 1.178], [5.331, 0.142, -0.325], [3.935, -1.729, 6.650], [3.468, -0.471, 5.303], [3.953, 0.823, 5.365], [3.563, 1.703, 4.375], [2.705, 1.256, 3.380], [2.225, 0.017, 3.342], [2.615, -0.845, 4.284], [4.621, 1.127, 6.160], [3.930, 2.722, 4.359], [2.409, 1.915, 2.570], [2.224, -1.855, 4.222]],
  "lowdin_charge": [0.929, -0.376, -0.358, -0.372, 1.394, -0.386, -0.121, -0.093, -0.111, -0.111, -0.158, -0.435, -0.167, -0.104, -0.113, -0.087, -0.125, 1.431, -0.401, -0.152, -0.105, -0.104, -0.089, -0.137, -0.373, -0.151, -0.107, -0.115, -0.099, -0.131, -0.033, 0.061, 0.086, 0.107, 0.058, 0.009, 0.088, 0.097, 0.091, 0.091, 0.085, 0.082, 0.092, 0.096, 0.105, 0.064, 0.093, 0.093, 0.092, 0.100, 0.041, 0.044, 0.094, 0.090, 0.095, 0.092, -0.004, -0.631, -0.225, -0.043, 0.035, -0.155, 0.056, -0.044, -0.274, -0.156, -0.333, 0.057, 0.019, -0.371, 0.023, 0.032, 0.119, 0.120, -0.073, -0.241, 0.014, -0.896, 0.529, 0.012, -0.227, -0.069, 0.081, 0.078, 0.074, 0.104, 0.070, 0.093, 0.109, 0.111, 0.086, 0.059, 0.075, 0.067, 0.079, -1.194, -0.017, 0.071, 0.094, 0.691, -0.666, -0.118, -0.054, -0.157, 0.082, -0.184, 0.098, 0.114, 0.089, 0.105]
}